No. 1
16
Properties=species:S:1:pos:R:3:forces:R:3:lowdin_charge:R:1 method="wB97M-V/def2-TZVPD" de_lowest_kcal_mol=205.3 total_energy_ev=-10333.825 lumo_energy_ev=0.90 e_homo_ev=-9.17 orbital_gap_ha=0.3702
C 0.3628 1.4556 0.7164 6.9904 -1.3368 3.3996 -0.0158
C 0.1391 0.3933 -0.3554 -3.2948 3.4497 1.4333 -0.4575
C 1.3292 -0.2160 -0.7999 7.4456 -5.4630 -4.2218 -0.1352
C -0.0586 -1.0325 0.0985 3.4204 -0.2859 2.6914 -0.3421
C -1.3533 -1.0609 0.6493 -2.9195 -5.9716 2.5465 -0.1303
H 1.2155 2.4408 0.7811 -2.7072 -3.1112 -1.1975 0.1649
H 0.9047 0.7211 1.6150 -0.9858 2.1533 -2.2175 0.1542
H -0.4522 1.6919 1.2680 -2.9304 1.1532 1.0345 0.0069
H 1.1287 -1.1380 -1.5725 0.7278 3.4603 0.0337 0.1758
H 2.4468 0.0598 -0.9496 -2.1752 0.8154 0.2159 0.1607
H -0.0983 -1.5627 -0.7856 -1.3146 -1.5548 -1.7937 0.1058
H -1.9993 -2.0612 1.0399 2.1394 2.9679 -0.5436 0.1858
H -1.7475 1.3845 -0.9903 0.1800 0.7884 -0.1298 0.1189
N -2.0033 -0.3948 -0.1730 -3.0643 4.0835 -0.9287 0.0434
N -1.2174 0.5561 -0.8565 0.1581 -2.8373 -1.2827 0.0508
O 1.4030 -1.2371 0.3146 -1.6700 1.6887 0.9603 -0.0863


No. 2
16
Properties=species:S:1:pos:R:3:forces:R:3:lowdin_charge:R:1 method="wB97M-V/def2-TZVPD" de_lowest_kcal_mol=198.2 total_energy_ev=-10334.130 lumo_energy_ev=0.69 e_homo_ev=-9.02 orbital_gap_ha=0.3567
C 2.5008 -0.0193 0.2652 4.9239 0.8942 2.8747 -0.1412
N 1.4512 0.3075 -0.5106 -2.0672 -0.3626 -3.6357 -0.0496
C 0.3368 0.7933 0.1200 -0.5747 -0.9848 1.9847 -0.2885
C -0.9025 1.4310 -0.0631 -6.3330 2.4444 1.3434 -0.1100
N -1.9093 0.5870 0.1775 -0.0283 1.2813 -1.8780 0.0100
O -1.7910 -0.8071 0.0166 1.3129 0.7021 2.0273 -0.1558
C -0.3435 -1.3988 0.2199 -3.7926 -5.0767 3.9224 -0.1227
C 0.2635 -0.5385 -0.6338 3.2330 3.3703 -2.3108 -0.2398
H 2.4093 -0.4952 1.2248 -1.3538 -0.2104 1.0005 0.0747
H 2.9760 0.9796 0.5347 -0.0093 -1.2520 -0.3394 0.1252
H 3.2759 -0.6931 -0.1063 -0.1490 0.4033 -1.2203 0.0941
H 0.1122 0.5221 1.1558 1.9359 0.1939 0.4999 0.1435
H -1.4129 2.5778 0.2192 2.2416 -3.1650 -1.1496 0.1836
H 0.0402 -1.3816 1.3513 -1.0749 -0.4107 -2.5161 0.1637
H -0.6409 -2.4904 -0.1370 1.0870 2.1036 0.7978 0.1613
H -0.3565 -0.4303 -1.4920 0.6486 0.0689 -1.4006 0.1515


No. 3
16
Properties=species:S:1:pos:R:3:forces:R:3:lowdin_charge:R:1 method="wB97M-V/def2-TZVPD" de_lowest_kcal_mol=134.6 total_energy_ev=-10336.891 lumo_energy_ev=0.64 e_homo_ev=-8.40 orbital_gap_ha=0.3324
C -1.0184 1.2273 -0.0615 0.6545 3.4970 -0.7340 -0.0881
C 0.2773 1.6112 -0.2153 1.1165 -0.6500 3.0358 -0.0698
N 1.4591 0.9267 0.2822 1.1292 -0.0503 -1.8868 -0.0217
C 1.7571 -0.4847 -0.0649 3.4278 0.2603 -1.9346 -0.2575
C 0.7138 -1.4053 0.3001 -1.8946 -3.2105 -2.6613 -0.2075
O -0.3560 -0.8709 -0.5105 3.0546 -2.6323 -1.8737 -0.2417
N -1.6076 -1.0142 -0.0038 0.9323 -5.2786 -0.0533 0.0921
C -1.8231 0.1377 0.2603 -0.7525 2.9129 0.9342 -0.2326
H -1.7907 1.9741 -0.1855 0.6675 1.3333 -0.2039 0.0999
H 0.5507 2.6628 -0.1054 -0.6863 0.0753 -0.9518 0.1096
H 2.3753 1.4695 0.1353 -2.3373 -0.8212 0.1827 0.1443
H 2.7620 -0.7502 0.4094 -1.3484 0.3604 -0.4543 0.1361
H 1.9023 -0.7761 -1.2206 -0.1170 1.4784 2.0372 0.1565
H 0.4360 -1.3631 1.3336 -0.1887 -0.5233 0.6619 0.1168
H 0.9058 -2.4964 -0.2523 -0.1038 2.3350 2.4201 0.1805
H -2.6941 0.3418 0.7080 -3.5537 0.9136 1.4820 0.0833


No. 4
16
Properties=species:S:1:pos:R:3:forces:R:3:lowdin_charge:R:1 method="wB97M-V/def2-TZVPD" de_lowest_kcal_mol=57.9 total_energy_ev=-10340.214 lumo_energy_ev=0.84 e_homo_ev=-8.46 orbital_gap_ha=0.3420
C 1.2980 1.7540 -0.0201 -0.3126 -1.1888 0.3668 0.0464
C 0.9266 0.4697 0.0460 0.1137 -1.1731 1.4863 -0.2919
N 1.4993 -0.7538 -0.4774 1.7028 1.5238 -3.7352 0.0418
C 0.7296 -1.8287 -0.0940 -0.2131 -1.2301 -1.8133 -0.2925
N -0.2268 -1.6286 0.6952 -0.4331 1.8584 0.9731 0.0685
C -0.2362 -0.0597 0.9280 -0.8175 -2.1684 -1.6207 -0.1868
C -1.5612 0.3910 0.2665 0.3621 2.6655 -0.6878 -0.2760
O -1.7069 0.0743 -1.0973 -0.9800 -4.4655 -0.7272 -0.1171
H 2.1274 2.0770 -0.6227 0.0847 0.2528 -0.0596 0.0493
H 0.7849 2.4180 0.6833 0.2463 0.0294 -0.6659 0.0684
H 1.9613 -0.7875 -1.5158 -1.5228 0.2637 3.6503 0.2091
H 0.8776 -2.8199 -0.6435 0.1249 1.3379 1.1225 0.1408
H -0.2855 0.0363 2.0240 0.4972 0.6298 -0.5403 0.1415
H -2.4150 0.0888 0.7788 -1.2981 -1.0899 1.3329 0.0845
H -1.7228 1.5197 0.2134 0.9646 -1.0751 0.5962 0.1401
H -2.0502 -0.9506 -1.1646 1.4809 3.8296 0.3220 0.1738


No. 5
16
Properties=species:S:1:pos:R:3:forces:R:3:lowdin_charge:R:1 method="wB97M-V/def2-TZVPD" de_lowest_kcal_mol=324.0 total_energy_ev=-10328.677 lumo_energy_ev=-2.13 e_homo_ev=-8.97 orbital_gap_ha=0.2515
C 1.8387 -1.3165 -0.2216 -1.2296 0.2173 -0.8127 -0.0960
C 0.2850 -0.8148 -0.4329 3.1169 -1.6884 -0.1455 -0.4782
C -0.0436 0.4898 0.0908 -0.2353 1.2109 -0.4147 -0.4127
C -1.4040 1.1507 -0.2894 2.0082 -1.0321 0.2681 -0.2260
C 1.1768 1.3021 0.1571 -2.4029 -0.0061 0.8051 -0.2085
H 1.1784 -2.5979 -0.7710 3.5515 2.7101 1.5407 0.1675
H 2.2129 -1.2653 1.4000 -1.2262 -0.3455 -4.8075 0.2142
H 2.8814 -0.2514 -0.8952 -2.7592 -3.5790 1.4607 0.1770
H -0.4058 -1.2600 -1.1579 0.7060 -0.0369 -0.0422 0.1319
H -1.0979 -1.1732 1.0569 1.4637 1.8130 -0.5115 0.1427
H -1.3768 1.7686 -1.2166 -0.2882 -1.1397 0.1034 0.1353
H -1.5971 1.8326 0.4895 -0.1496 1.0059 0.7500 0.0748
H -3.1821 0.7054 0.9806 2.4986 -2.9022 -3.7725 0.3681
N -0.1506 -0.7199 0.8859 -1.6221 -0.9160 2.8923 0.0220
N 1.9363 2.1476 0.0830 1.2718 0.7637 -0.0874 0.1692
O -2.2517 0.0024 -0.1590 -4.7035 3.9250 2.7738 -0.1814


No. 6
17
Properties=species:S:1:pos:R:3:forces:R:3:lowdin_charge:R:1 method="wB97M-V/def2-TZVPD" de_lowest_kcal_mol=75.6 total_energy_ev=-12387.658 lumo_energy_ev=0.94 e_homo_ev=-9.47 orbital_gap_ha=0.3824
C -1.2264 1.9573 1.0642 0.4105 1.3045 1.1461 -0.0075
N -0.4049 1.6032 0.1793 1.3967 0.5137 -0.7075 0.0303
N -0.5173 0.3505 -0.3347 -1.7777 1.3747 1.4638 -0.0740
C -0.9658 -0.7874 0.3294 1.2394 0.0557 -0.3550 -0.4125
O -1.4858 -0.9791 1.3922 -0.4680 0.1757 -0.1880 0.1050
C -0.1792 -1.5933 -0.6729 -1.0555 -1.7624 -1.2637 -0.0228
C 0.3563 -0.3127 -1.2813 -0.2290 0.5337 0.0732 -0.2428
C 1.8317 -0.0576 -1.0300 0.0173 -0.3241 -2.1784 -0.2547
O 2.0770 -0.1700 0.3233 -0.5196 2.0884 1.9756 -0.0596
H -1.0587 2.9030 1.6467 -0.1244 -0.8499 -1.0408 0.0917
H -2.0092 1.3223 1.3637 -1.1038 -0.6267 0.4375 0.0543
H -0.7637 -2.2420 -1.3490 0.2597 0.2291 0.3777 0.1328
H 0.5698 -2.1434 -0.1685 0.8066 -0.7716 0.4396 0.1130
H 0.0385 -0.0562 -2.2784 0.1494 -0.2480 -0.6074 0.1410
H 2.3742 -0.9114 -1.5017 -0.2011 0.6381 0.1824 0.1339
H 2.1438 0.8724 -1.6308 -0.1534 -0.8521 1.4863 0.1403
H 1.5322 0.5342 0.8260 1.3528 -1.4787 -1.2415 0.1318


No. 7
17
Properties=species:S:1:pos:R:3:forces:R:3:lowdin_charge:R:1 method="wB97M-V/def2-TZVPD" de_lowest_kcal_mol=91.1 total_energy_ev=-12386.987 lumo_energy_ev=0.06 e_homo_ev=-8.70 orbital_gap_ha=0.3217
C -1.7135 1.5251 1.7056 0.6860 0.6034 0.0536 -0.0749
C -0.9278 0.2798 1.5807 0.0706 -0.6848 -2.0129 -0.1958
N -0.9044 -0.4175 0.5148 -1.4386 2.6566 0.0278 -0.0287
N -0.4551 -1.5539 0.1447 2.1829 -3.0237 -0.7360 0.1176
C 0.5569 -1.7538 -0.6589 -1.6966 0.6796 -0.2801 -0.3089
O 0.8322 -2.9282 -1.2965 1.3350 0.1213 0.2362 0.0229
C 1.2885 -0.6424 -1.2912 2.5027 -1.7365 -0.2626 -0.3460
C 0.9179 0.7724 -1.1162 -2.0413 -2.1604 -0.5180 0.0090
O 2.2364 -1.0283 -2.0026 -1.0724 1.3248 0.5211 0.0505
H -1.1096 2.3865 2.1594 -0.9118 -1.2453 -0.7026 0.1064
H -2.5522 1.2748 2.3346 -0.4255 0.3336 0.4793 0.0684
H -2.0887 1.7334 0.7206 -0.2496 0.6407 -0.3521 0.0651
H -0.3745 0.0380 2.4095 1.5552 -1.0959 2.1140 0.0887
H 1.7294 -2.7781 -1.8388 -2.5755 0.2285 1.6768 0.1632
H 1.2029 1.1470 -0.1806 -0.2769 0.4932 1.5449 0.0800
H -0.1775 0.7660 -1.3789 1.0009 0.8318 0.5716 0.1285
H 1.5388 1.1792 -1.8063 1.3550 2.0331 -2.3610 0.0540


No. 8
18
Properties=species:S:1:pos:R:3:forces:R:3:lowdin_charge:R:1 method="wB97M-V/def2-TZVPD" de_lowest_kcal_mol=61.3 total_energy_ev=-23223.439 lumo_energy_ev=0.55 e_homo_ev=-8.91 orbital_gap_ha=0.3477
C 2.5504 -0.4373 1.3068 1.9066 -5.4846 5.3484 -0.1081
C 1.5037 -0.9206 0.5164 -6.9821 -3.2982 0.5313 -0.1852
N 0.3453 0.0602 0.1970 1.8760 -0.2541 1.4291 0.0334
C 0.0726 1.1966 0.9380 -0.0778 0.1601 -0.0619 -0.6851
O 0.7089 1.6479 1.8564 -0.2690 -0.0424 -0.3089 0.0265
S -1.4242 1.9582 0.2839 0.4462 -0.7820 -0.1567 1.0617
N -1.5690 0.6442 -0.8160 -1.2636 0.2589 -0.4195 -0.4095
C -2.7670 0.4525 -1.6821 -0.8387 -0.9181 0.9231 -0.0903
C -0.6061 -0.3364 -0.7025 -1.6845 0.5283 -0.7369 -0.5778
O -0.6788 -1.3641 -1.3365 0.8790 -0.4200 0.1798 0.0810
H 2.8646 0.3827 0.9244 3.0574 5.3047 -2.6822 0.0107
H 2.1088 -0.0994 2.2407 0.6204 -0.4666 0.5584 0.0788
H 3.4726 -1.3135 1.4857 -2.8519 2.7432 -0.5979 0.1872
H 1.7484 -1.2391 -0.4098 1.1183 -0.9951 -3.0680 0.0728
H 0.8662 -1.9066 0.9420 1.9135 2.5050 -0.6847 0.1929
H -2.4192 -0.3553 -2.4284 -1.2042 0.8737 1.5316 0.1072
H -2.9174 1.3431 -2.2809 -0.0337 0.3057 0.0763 0.0499
H -3.8599 0.2868 -1.0351 3.3880 -0.0187 -1.8612 0.1539